Record 1
The following is a quantum chemistry calculation of 2 unconnected molecules or ions with the total composition C21H17N3, from OMol25.

Summary:
Relative energy (zero: lowest compared OMol25 entry of this formula, charge and spin) = 98.5 kcal per mole
F_max = 1.765 eV/Å
Total charge = 0
Calculated total energy = -26518.890 eV
HOMO-LUMO gap = 3.14 eV

Last column: Mulliken charge in e.
CARTESIAN COORDINATES (ANGSTROEM)
H 2.6078 2.8773 9.8318  0.39
C 3.4760 2.9475 5.9801  -0.29
C -0.2408 0.3048 2.4178  -0.17
C 2.2761 2.4072 6.4561  0.47
H -1.4159 2.0552 2.6711  0.34
H 0.9574 2.0420 2.6881  0.19
C -2.7246 0.3386 2.4777  0.93
C 3.4277 1.0877 2.3884  -0.19
C 3.6124 -1.7112 2.4007  -0.66
H -3.7770 2.2195 2.4446  0.35
H 3.3208 2.1742 2.3716  0.32
H -1.9723 -1.7065 2.4953  0.34
C 1.9825 2.3937 7.8550  0.37
H 1.4567 -1.7221 2.4563  0.33
C -1.4506 0.9726 2.5377  -0.30
C 2.8909 2.9204 8.7827  -0.66
H -6.2617 -1.3172 2.3399  0.37
C 2.3593 -1.1096 2.4300  -0.42
H -4.2138 -2.7497 2.4156  0.37
H 5.3172 3.9103 6.5829  0.34
C 4.3713 3.4741 6.9137  -0.47
C 4.7730 -0.9234 2.3677  -0.33
C 4.6744 0.4781 2.3467  -0.60
N 0.3154 1.4771 6.7602  -0.69
H -0.2459 -0.7594 2.1795  0.19
C -5.1560 0.5455 2.3760  -0.56
H 5.7527 -1.4005 2.3591  0.38
H -6.0443 1.1784 2.3359  0.37
C 4.0835 3.4588 8.2960  -0.40
N 1.2022 1.8233 5.8058  -0.03
C 0.9752 0.9601 2.5494  -0.21
H 5.5707 1.0990 2.3042  0.37
C -3.9015 1.1351 2.4340  -0.40
H 3.6287 2.9155 4.9039  0.25
C -4.1274 -1.6612 2.4154  -0.64
C -5.2755 -0.8550 2.3733  -0.34
N 0.7390 1.8008 7.9969  -0.53
H 4.8195 3.8811 8.9856  0.32
C 2.2395 0.3104 2.4563  0.91
H 3.6811 -2.8009 2.4089  0.38
C -2.8653 -1.0799 2.4595  -0.38

---

Record 2
The following is a quantum chemistry calculation of a single C4H6N2 molecule, from OMol25.

Summary:
Relative energy (zero: lowest compared OMol25 entry of this formula, charge and spin) = 70.1 kcal per mole
F_max = 0.897 eV/Å
Total charge = 0
Calculated total energy = -7222.550 eV
HOMO-LUMO gap = 8.29 eV

Last column: Mulliken charge in e.
CARTESIAN COORDINATES (ANGSTROEM)
C -1.4229 0.5843 -0.0823  -0.79
H -2.2780 1.2408 -0.1183  0.36
N -0.3479 -1.4282 0.2367  -0.45
H 3.0020 0.1753 -0.4092  0.22
H -2.4690 -1.2900 0.2451  0.35
C 0.9208 0.0609 -0.3349  -0.12
C -0.1131 0.9562 -0.3501  0.08
H 2.3119 0.7233 1.0462  0.21
H -0.4922 -2.4454 0.2364  0.21
H 0.2281 1.8987 -0.7710  0.36
C -1.4981 -0.7857 0.1687  -0.11
N 2.1583 0.3099 0.1325  -0.34